A cluster of 10 separate species, C39H52N6O12 in total at a distorted geometry. Source: the OMol25 dataset; level of theory: the ωB97M-V functional and the def2-TZVPD basis.

Output
energy above the lowest of the compared OMol25 structures with the same formula, charge and spin: 0.00 kcal/mol
highest occupied orbital energy: -0.3517 Eh

The geometry in XYZ format:
```
109
Properties=species:S:1:pos:R:3:forces:R:3
C -0.700 0.155 -6.055 -0.3452 -0.2322 0.5419
H -0.198 0.574 -1.459 -0.3388 0.1519 -0.0064
H -0.716 -1.286 5.144 -0.0235 -0.2413 0.1679
H 3.697 -1.376 0.025 0.0148 -0.0011 0.0344
H -0.275 -5.874 -3.094 -0.3585 -0.0484 -0.3259
H 0.775 -1.839 5.988 -0.1614 0.1907 0.1753
H 2.731 -3.049 1.982 0.0747 -0.0358 -0.0110
O 1.087 0.311 1.269 0.9726 -0.7086 0.8101
O 0.134 1.856 0.072 -0.7462 0.7735 0.7560
H 0.974 6.065 3.350 -0.2890 0.3556 0.1851
H -1.805 -1.837 -0.857 -0.4654 -0.0020 -0.0692
C -5.507 2.212 -2.564 0.3038 0.1148 -0.2578
O -2.875 6.439 4.566 -0.4124 0.0405 0.2501
H -3.816 1.690 -4.695 0.4010 -0.0979 -0.1743
H 1.402 -5.076 0.086 -0.2150 0.2629 -0.0601
H -2.332 -5.995 -1.686 -0.0173 0.0096 -0.0461
C -0.441 0.648 -0.397 -0.2353 -0.2523 -0.9489
C -1.626 -2.737 -1.435 0.6340 -0.0683 0.5260
O -1.079 5.463 5.519 -0.3710 -0.2246 -0.0828
N 0.790 -0.889 -7.553 0.1552 -0.6874 -1.0653
N 1.046 0.136 8.104 -0.0183 0.0663 -0.0364
C 1.489 -0.413 -5.333 0.2879 -0.5325 0.3481
H -1.196 -0.451 -8.053 0.2301 0.1290 -0.3875
H 2.279 -0.486 -4.595 -0.0973 0.1084 0.0977
C 3.797 -0.398 -0.428 0.0644 -0.0866 -0.1443
C 0.364 -1.423 5.070 -0.2277 0.5210 -0.2087
H -1.294 6.078 -1.252 0.1435 0.8396 -0.4961
O 1.360 2.461 1.851 -0.4673 0.3118 0.9945
C 1.718 -0.933 -6.600 -0.5346 1.2990 0.1675
H 0.716 0.219 3.694 0.1413 -0.0155 0.0484
C 0.814 1.622 1.213 1.6257 -0.3456 -2.4864
H -5.342 3.558 -4.253 -0.1864 -0.1488 0.0322
H -0.130 1.518 5.639 0.1434 0.2604 -0.5100
H -6.308 2.814 -2.139 -0.2662 -0.5819 0.2965
C 4.570 1.852 -0.438 0.2964 -0.0981 -0.4860
C 0.181 5.350 3.566 0.2894 -1.2947 -0.0661
N 3.350 1.019 -2.310 -0.2391 -0.5371 -0.4796
H 4.389 -4.954 0.832 -0.1313 0.2190 0.1339
O 1.545 5.672 -2.360 -0.2209 -0.5491 -0.9060
C 0.232 0.079 -5.022 -0.1208 -0.5086 -0.7320
H -3.800 -5.891 3.495 -0.4773 -0.0603 -0.3998
O -1.194 -4.791 2.085 0.4361 -0.6002 -0.7622
N -0.538 -2.665 -2.203 -0.0370 -0.1689 -0.7608
C 3.295 -0.176 -1.703 0.5148 0.4645 0.4577
C 0.867 1.071 5.655 -0.2768 -0.6488 1.9269
C -3.450 2.483 -4.046 -0.8965 0.5877 0.8999
H -1.682 0.516 -5.776 -0.1229 0.0033 -0.4030
H -3.837 -5.556 1.666 -0.2203 -0.2604 0.2419
C 3.456 -5.377 0.465 -0.5044 -0.5484 -0.6362
H -0.081 0.236 -3.999 0.2006 0.5069 0.0187
H -2.776 3.170 -4.551 -0.1964 0.0007 -0.2938
C -0.407 -0.369 -7.319 0.4293 0.1955 1.7106
H 1.134 4.435 -0.861 -0.3471 0.1601 0.3326
H 0.720 -1.150 -0.392 1.5257 0.6098 0.3194
H 2.709 -1.290 -6.844 -0.0776 -0.2784 -0.2399
C -1.859 -5.037 -1.877 -0.6886 -0.7021 0.4770
C -0.163 -3.761 -2.887 0.2067 0.5323 0.5684
H -3.192 -3.954 -0.557 -0.0400 0.0516 -0.0079
H 1.666 1.813 5.692 -0.1943 0.2306 -0.9355
N -3.934 1.082 -0.810 0.1418 -0.2289 0.2772
C 2.241 -4.445 0.382 0.6715 -0.2632 0.5444
C -0.765 -4.986 -2.720 0.1320 0.0793 0.4628
C 1.037 -0.089 4.689 0.5694 -0.8398 -0.3878
C 1.500 6.993 -2.191 -0.7275 0.2077 0.8945
N 1.539 -5.340 3.715 0.0142 -0.0471 -0.0940
C -3.315 -5.466 2.619 0.7334 0.1711 0.9283
H 3.191 -6.270 1.035 0.1960 0.1458 0.3175
H 2.901 -1.032 -2.237 -0.3740 0.2030 -0.2741
H 2.416 -3.699 -0.393 -0.1952 0.1143 0.0212
C 1.918 -3.726 1.708 0.1190 0.2520 -0.7296
H -1.412 -6.422 3.401 -0.1693 1.0627 0.6380
O -3.114 -4.075 2.890 -0.2588 0.6324 -0.6585
O -1.117 5.869 3.333 0.3377 0.0891 -0.5092
O 2.263 7.772 -2.643 0.1859 0.3113 -0.2590
H 4.904 0.537 1.195 -0.0153 -0.2470 -0.0010
H 0.714 -3.694 -3.519 0.0430 0.3114 -0.0087
H -1.805 -6.811 1.862 0.1102 0.6620 -0.7372
C 0.115 4.872 5.030 0.7469 1.1066 -0.5433
H 0.945 5.335 5.562 0.0219 -0.5457 0.3476
O 0.464 7.323 -1.342 0.2397 0.2435 -1.1307
H 3.629 -5.756 -0.546 0.2382 0.0726 0.0172
H 4.008 2.992 -2.158 -0.0381 -0.1022 -0.3594
H -0.243 6.162 0.120 0.0561 -0.3384 -0.0916
C -2.340 -3.913 -1.219 0.6020 0.1222 -0.7035
C 1.707 -4.635 2.823 -0.2050 -0.0376 0.1868
C 0.321 -0.440 0.340 -1.9059 -0.7757 0.5884
H 0.560 -2.168 4.298 -0.0922 0.1272 -0.1459
H -0.281 -1.105 0.964 -0.4727 0.3145 -0.0994
H 1.038 -3.101 1.547 -0.1572 -0.0924 0.3391
H -5.868 1.369 -3.156 -0.4476 0.2305 -0.0877
C -1.797 5.958 4.483 -0.0729 0.2511 0.2259
C -4.711 3.181 -3.449 1.1562 -0.2425 -0.3753
C 0.951 0.555 7.039 0.0294 -0.1982 0.2179
H -1.519 0.664 -0.235 0.0688 -0.0479 -0.0326
H -2.896 2.069 -3.203 0.1279 -0.2731 -0.1778
C 3.983 2.011 -1.702 0.0548 -0.2025 1.1857
C -1.926 -3.711 2.358 0.6535 0.7217 1.9298
H -4.440 4.056 -2.857 0.1403 -0.0528 0.0626
H 0.098 3.787 5.083 -0.0919 0.0544 0.3253
H 5.191 2.629 -0.013 -0.2762 0.1989 0.0470
C 4.470 0.633 0.209 -0.1420 0.3722 0.0212
C -4.669 1.573 -1.538 -0.2188 0.6585 -0.2077
C -0.239 6.162 -0.974 -0.5714 -0.8549 1.3271
H 2.096 -0.358 4.648 0.1181 0.4619 -0.2627
H -0.013 4.232 -2.101 -0.1342 0.5679 -0.6585
O -1.477 -2.598 2.358 -0.6373 -0.3854 -0.7046
H 0.355 4.481 2.929 -0.1236 0.1769 -0.2215
C -1.880 -5.946 2.534 -0.0946 -1.9003 -0.5998
C 0.543 5.010 -1.582 1.3901 -0.6774 1.0627
```
Forces are in eV/Å.